Here is 12 unconnected molecules or ions with the total composition C5H33NO13 in a non-equilibrium geometry from OMol25. Energies are from ωB97M-V/def2-TZVPD.

Structure (XYZ):
```
52
Properties=species:S:1:pos:R:3:forces:R:3:nbo_charge:R:1
N 0.87709 -2.54581 0.66698 0.254 -0.612 -0.562 -0.870
C -0.39327 -2.79815 1.31658 -1.465 1.659 1.863 -0.212
C -0.68965 -1.64601 2.38843 0.542 -1.466 1.147 -0.442
C -2.19542 -1.56146 2.68470 -0.726 -0.163 -1.386 -0.377
C -2.93468 -0.76225 1.48778 -0.200 -3.245 0.148 -0.533
C -1.97922 0.14471 0.83726 1.138 2.333 -0.929 0.850
O -1.58548 0.16605 -0.32919 -0.718 -1.807 1.069 -0.661
O -1.59997 1.15270 1.63033 -0.604 -0.301 1.585 -0.761
H 1.63389 -2.38701 1.33556 -0.495 0.494 0.254 0.392
H 1.22787 -3.38977 0.22410 -0.417 -0.065 -0.420 0.361
H -0.52615 -3.77296 1.82158 0.533 0.264 0.051 0.169
H -1.34862 -2.71835 0.77692 0.938 -0.202 -1.438 0.177
H -0.13163 -0.70336 2.25849 -0.475 -0.420 -0.482 0.224
H -0.28073 -2.02739 3.30948 0.546 -0.056 0.577 0.213
H -2.53614 -2.64086 2.70871 0.016 1.165 -0.266 0.208
H -2.54953 -1.16302 3.64634 0.792 0.211 -0.258 0.223
H -3.74910 -0.19384 1.88734 -0.452 0.409 0.176 0.253
H -3.35496 -1.56266 0.79287 0.583 1.449 0.508 0.232
H -0.62713 1.44324 1.74550 -0.673 -0.585 -1.294 0.534
O 1.94721 0.60458 3.38591 0.024 -1.312 0.456 -0.968
H 2.39275 1.12421 2.71856 -0.585 1.300 0.500 0.480
H 1.55606 1.10175 4.10948 0.354 0.499 -0.451 0.500
O 3.40457 -1.07103 1.72170 -0.394 1.386 -0.467 -0.937
H 3.31691 -0.67920 0.83658 0.276 -0.732 -0.209 0.465
H 3.00979 -0.32631 2.22013 0.328 -1.377 0.463 0.470
O -2.55834 -0.19535 -3.12733 0.000 0.899 0.284 -0.964
H -2.89066 0.39358 -3.81806 0.008 -0.277 -0.088 0.472
H -2.40484 0.44949 -2.40671 0.086 -0.611 -0.189 0.492
O 1.76536 -0.20417 -1.53164 -0.874 -1.458 -1.454 -1.014
H 1.74503 -0.50375 -2.48415 1.133 1.223 -0.117 0.504
H 1.22787 -1.00720 -1.37767 0.020 0.296 1.946 0.490
O -0.16411 1.91966 -1.34407 -0.069 -0.861 0.644 -1.042
H 0.37200 1.25446 -1.79067 0.258 -0.002 -0.252 0.493
H -0.53907 1.34069 -0.59938 -0.016 1.008 -1.493 0.495
O 3.06771 2.56890 -1.20822 0.313 0.235 -0.039 -0.947
H 2.77341 1.71733 -0.87332 0.026 -0.205 -0.163 0.481
H 3.67809 2.92888 -0.55627 0.067 -0.204 -0.012 0.469
O -0.70463 -2.63748 -2.26476 -0.002 0.026 0.294 -0.979
H -1.56198 -2.89943 -2.62049 0.080 0.202 0.005 0.488
H -0.89202 -1.86948 -1.70233 -0.214 -0.145 -0.111 0.491
O 1.44581 -1.75040 -3.85599 1.051 0.581 -0.146 -0.962
H 1.36098 -2.43080 -3.17767 -0.817 -0.002 -0.361 0.497
H 0.59064 -1.38116 -4.09571 -0.324 -0.605 0.345 0.495
O -1.98668 3.56451 -2.63074 -0.379 0.249 -0.246 -0.947
H -1.81667 3.36326 -1.70613 0.106 -0.101 -0.073 0.480
H -1.14300 3.39819 -3.06053 -0.040 -0.083 0.093 0.468
O 0.85264 4.20410 -0.63770 -0.137 0.543 0.077 -0.994
H 0.49378 3.59850 -1.32036 0.443 0.091 0.744 0.502
H 1.79484 4.29012 -0.83188 -0.342 -0.221 -0.123 0.480
O 0.79184 1.88837 1.28925 0.441 0.530 0.805 -0.971
H 0.65760 2.81414 1.00418 0.333 -0.202 -0.706 0.533
H 1.15994 1.39718 0.54620 -0.275 0.267 -0.296 0.500
```
Positions in Å, forces in eV/Å.

The HOMO energy comes out at -9.798 eV. The net charge is 0. Its frontier orbital gap is 9.8 eV. As for the energy above the lowest of the compared OMol25 structures with the same formula, charge and spin: 309.9 kJ/mol. Its SMILES is NCCCCC(=O)O.O.O.O.O.O.O.O.O.O.O.O. The value obtained for the total energy is -1243.151151 hartree. Its spin multiplicity is 1.